No. 1
Here is 2 unconnected molecules or ions with the total composition C4H11NOS from OMol25. Energies are from wB97M-V/def2-TZVPD.

CARTESIAN COORDINATES (ANGSTROEM)
H (2.210, 0.873, -0.213)
C (-0.309, -0.493, -0.570)
H (0.789, -0.179, -2.252)
N (-0.026, 0.466, 2.102)
H (-0.622, -2.550, -0.474)
C (-1.743, -0.326, -0.847)
H (1.072, -2.263, -0.497)
C (0.117, -1.879, -0.097)
O (-0.880, 1.950, 0.409)
H (2.015, 2.166, 1.139)
H (0.237, -0.463, 2.396)
S (0.081, 0.940, 0.673)
H (-1.994, -0.688, -1.774)
H (-1.856, 0.803, -0.987)
H (0.134, -2.011, 1.065)
H (1.376, 2.494, -0.322)
H (-2.269, -0.538, -0.021)
C (1.669, 1.697, 0.271)

Forces on the atoms, in the same order (eV/Å):
H 0.5 0.8 0.3
C 3.1 0.4 -0.7
H -1.9 -0.3 2.9
N 0.2 -0.5 0.3
H -0.6 -0.6 -0.1
C 2.6 4.7 -2.1
H -0.3 0.6 0.3
C 0.8 0.0 1.3
O -1.1 1.8 -0.7
H 1.0 -0.1 1.6
H 0.2 0.1 -0.3
S 0.7 -1.4 0.4
H -1.0 -1.7 -1.8
H -0.3 -1.4 0.2
H -0.1 0.5 -2.1
H -0.2 1.2 -1.9
H -2.4 -1.4 2.8
C -1.2 -2.5 -0.5

The lowest unoccupied orbital energy (alpha / beta) comes out at -0.71 / -0.71 eV. Its HOMO-LUMO gap (alpha / beta) is 8.60 / 8.60 eV. The calculation puts the energy relative to the best compared isomer or geometry (same formula, charge and spin) at 7.167 eV. The total energy comes out at -18692.7519 eV. The molar mass comes out at 121.20 g mol⁻¹. The largest force on an atom comes out at 5.772 eV/A.

=====

No. 2
Here is a molecular structure, H24NeO12 from OMol25. Energies are from wB97M-V/def2-TZVPD.

CARTESIAN COORDINATES (ANGSTROEM)
H (-2.323, 1.802, 2.056)
O (1.626, -2.065, 0.631)
H (1.970, -0.983, -1.237)
Ne (-0.060, 0.146, -0.434)
H (1.042, -2.154, 2.455)
O (-1.930, 2.131, -1.857)
O (-2.375, 0.941, 2.471)
H (-1.921, 2.562, -1.002)
O (2.068, -0.454, -2.029)
H (-2.598, -2.606, -2.021)
H (1.871, 1.791, 2.499)
H (-2.492, 1.366, -1.735)
H (1.080, -2.819, 0.409)
H (3.330, 2.151, 2.679)
H (-2.728, 1.116, 3.343)
H (2.198, -1.094, -2.730)
H (-2.651, -0.842, 1.296)
H (-1.201, -1.167, -3.631)
O (0.638, 1.784, -2.981)
H (0.154, 1.161, 4.434)
H (-2.371, -1.777, 0.138)
H (-0.290, 1.772, -2.745)
H (2.521, -2.404, 0.621)
H (-1.060, -1.378, -5.123)
H (2.859, 1.913, 0.469)
H (0.898, 0.863, -2.979)
O (2.585, 2.282, 2.092)
H (-0.167, 0.786, 3.003)
O (-2.223, -1.727, -1.963)
H (0.917, -0.949, 3.364)
O (-2.837, -1.724, 0.972)
O (2.941, 1.861, -0.483)
H (2.360, 1.144, -0.735)
H (-2.982, -1.145, -1.913)
O (-0.547, -1.249, -4.325)
O (1.143, -1.879, 3.367)
O (0.558, 0.845, 3.625)

Forces on the atoms, in the same order (eV/Å):
H 0.0 0.3 -0.2
O -0.1 0.2 -0.4
H -0.2 -0.3 0.4
Ne -0.1 0.0 0.1
H 0.2 0.1 -0.2
O -0.3 0.0 -0.1
O 0.4 -0.2 -0.2
H 0.2 0.2 0.2
O 0.1 -0.1 -0.2
H -0.1 -0.4 -0.1
H -0.4 -0.2 0.4
H -0.2 -0.2 0.0
H -0.2 -0.3 -0.2
H 0.2 0.0 0.1
H -0.2 -0.1 0.3
H 0.1 -0.1 -0.3
H 0.1 0.3 0.4
H -0.1 -0.1 0.4
O 0.1 0.3 -0.3
H 0.0 0.1 0.3
H 0.3 0.0 -0.3
H -0.2 0.2 0.1
H 0.4 -0.1 0.2
H 0.0 0.0 -0.3
H 0.0 0.2 0.4
H 0.3 -0.2 0.1
O 0.1 0.4 0.3
H -0.6 0.0 -0.3
O 0.3 0.2 0.1
H 0.1 0.3 0.2
O -0.2 -0.2 0.0
O 0.2 -0.1 -0.5
H 0.0 0.0 -0.5
H -0.4 0.1 0.0
O 0.3 -0.1 -0.2
O -0.1 -0.5 0.5
O 0.3 0.2 -0.1

The lowest unoccupied orbital energy comes out at -0.57 eV. Its HOMO-LUMO gap is 8.78 eV. The calculation puts the energy relative to the best compared isomer or geometry (same formula, charge and spin) at 1.805 eV. The total energy comes out at -28468.4212 eV. The molar mass comes out at 236.36 g mol⁻¹. The largest force on an atom comes out at 0.716 eV/A.

=====

No. 3
Here is 10 unconnected molecules or ions with the total composition C5H30O10S from OMol25. Energies are from wB97M-V/def2-TZVPD.

CARTESIAN COORDINATES (ANGSTROEM)
H (0.712, -0.505, -4.272)
H (-1.243, -2.822, 2.106)
H (2.954, 2.724, 2.944)
C (1.376, -0.937, 1.343)
H (1.301, 1.105, -1.457)
H (-1.185, 3.159, -2.961)
H (-0.762, 1.655, -2.821)
H (-0.948, -2.441, -1.389)
O (-1.899, -3.494, 1.911)
H (2.470, -0.607, 1.268)
H (1.818, -1.795, -4.217)
O (-3.406, -1.152, -1.528)
O (-0.592, -0.285, 2.620)
H (0.581, -1.872, 3.115)
H (4.457, 2.320, -0.726)
O (2.633, 3.088, 2.113)
H (-0.620, 4.583, 2.197)
C (0.713, -0.014, 0.332)
O (4.585, 2.360, 0.220)
C (0.687, -0.822, 2.743)
H (-0.312, -0.229, 0.109)
H (3.803, 2.604, 0.741)
H (-3.788, -0.463, -2.076)
H (1.435, -1.994, 0.989)
H (-2.770, -3.180, 2.180)
O (-3.715, -1.579, 1.516)
H (-0.716, 0.624, 2.913)
H (1.375, -0.373, 3.481)
C (1.585, -0.859, -3.670)
O (-1.614, -3.059, -1.715)
H (1.759, 3.508, 2.132)
H (2.453, -0.222, -3.810)
H (0.132, 4.783, 1.000)
H (-4.394, -1.780, 0.867)
C (1.577, 0.167, -0.925)
O (-2.595, 1.142, 0.028)
S (1.325, -1.299, -1.977)
O (0.248, 4.326, 1.846)
H (-1.911, -3.612, -0.980)
H (-2.986, -1.106, 1.113)
H (-2.414, 0.908, 0.945)
H (2.566, 0.127, -0.471)
H (-2.815, 0.305, -0.415)
O (-0.471, 2.531, -3.089)
H (-2.955, -1.904, -1.960)
H (0.527, 1.028, 0.787)

Forces on the atoms, in the same order (eV/Å):
H 0.5 0.3 1.0
H -0.3 0.3 0.2
H -0.6 0.3 0.0
C 1.2 0.3 -0.5
H 0.5 -0.7 0.3
H -0.2 -0.3 0.1
H -0.3 0.2 0.1
H 0.2 -0.1 0.1
O 0.4 -1.0 -0.2
H -1.3 -0.4 1.0
H 0.1 0.2 0.6
O -0.4 0.5 1.0
O -1.3 0.3 0.3
H -0.2 0.7 -0.1
H -0.6 0.2 0.0
O 0.6 -0.3 -0.6
H 0.4 -0.5 0.7
C -0.4 2.1 0.3
O 0.8 -0.3 0.5
C 1.8 -1.7 -0.3
H -0.5 -0.8 -0.4
H -0.2 0.1 -0.6
H 0.1 -0.6 -0.7
H -0.4 0.7 0.2
H 0.3 0.5 -0.1
O -0.6 0.0 1.0
H 0.6 -0.2 0.1
H -0.6 0.5 -0.3
C -0.2 -0.4 -1.9
O -0.4 -0.3 -0.3
H 0.2 -0.2 0.7
H 0.0 0.2 0.0
H 0.8 -0.3 -0.3
H 0.4 0.3 -0.4
C -0.9 0.1 0.3
O 0.0 0.0 -0.1
S -0.3 -0.4 0.7
O -1.4 0.9 -0.5
H 0.3 0.2 0.2
H -0.2 -0.2 -0.5
H 0.0 0.1 0.0
H 0.5 0.6 -1.0
H 0.1 0.0 0.0
O 0.6 0.0 -0.2
H 0.1 0.4 -0.3
H 0.9 -1.3 -0.4

The lowest unoccupied orbital energy comes out at -0.13 eV. Its HOMO-LUMO gap is 8.47 eV. The calculation puts the energy relative to the best compared isomer or geometry (same formula, charge and spin) at 0.318 eV. The total energy comes out at -36981.2348 eV. The molar mass comes out at 282.35 g mol⁻¹. The largest force on an atom comes out at 2.485 eV/A.

=====

No. 4
Here is a molecular structure, C4H6N2O from OMol25. Energies are from wB97M-V/def2-TZVPD.

CARTESIAN COORDINATES (ANGSTROEM)
H (2.760, -0.094, 0.709)
H (-2.340, -0.393, -1.021)
C (-0.482, -0.027, -0.044)
H (-2.392, 0.931, 0.143)
C (-1.975, -0.062, -0.048)
N (1.533, 0.250, 0.839)
H (0.181, -0.220, -2.132)
C (0.409, -0.065, -1.090)
H (-2.362, -0.751, 0.709)
C (1.688, 0.040, -0.473)
H (-0.167, 0.500, 1.961)
N (0.205, 0.050, 1.137)
O (2.941, -0.159, -0.690)

Forces on the atoms, in the same order (eV/Å):
H 0.1 0.0 -0.1
H 0.1 0.0 0.1
C 0.0 0.0 0.1
H 0.1 -0.1 0.0
C -0.1 0.0 -0.1
N 0.1 0.0 -0.2
H 0.0 0.0 0.1
C 0.0 0.0 -0.1
H 0.1 0.1 -0.1
C -0.1 0.0 0.3
H 0.0 -0.1 -0.1
N -0.2 0.1 0.0
O 0.0 0.0 0.0

The lowest unoccupied orbital energy comes out at 0.76 eV. Its HOMO-LUMO gap is 9.34 eV. The calculation puts the energy relative to the best compared isomer or geometry (same formula, charge and spin) at 3.098 eV. The total energy comes out at -9270.4043 eV. The molar mass comes out at 98.10 g mol⁻¹. The largest force on an atom comes out at 0.306 eV/A.

=====

No. 5
Here is a molecular structure, C35H34F6N4O7P2PbS2 from OMol25. Energies are from wB97M-V/def2-TZVPD.

CARTESIAN COORDINATES (ANGSTROEM)
C (1.042, -0.548, 3.459)
H (-2.029, -2.256, 4.313)
H (1.814, 0.133, 5.213)
H (1.932, -4.004, -1.128)
C (-6.293, -1.007, 1.670)
C (3.369, 2.680, 1.376)
H (-3.442, -0.164, 4.581)
H (-0.884, 2.552, 2.306)
H (-0.321, -5.603, -0.337)
H (-0.053, 2.980, 3.813)
H (-2.072, -2.698, -2.021)
C (1.260, -4.325, -3.131)
C (-1.032, 2.909, 3.331)
H (-2.447, -4.161, -0.060)
C (-1.698, 0.484, -0.396)
C (-0.159, -5.493, 0.728)
N (-1.810, -2.221, 0.492)
H (-2.835, 2.052, 0.570)
O (-0.162, 1.184, 6.263)
F (3.466, 1.868, 2.432)
O (2.194, -0.438, -1.881)
H (-2.148, 2.425, 5.119)
H (0.193, -7.387, 3.511)
C (1.111, -3.878, -1.829)
C (-4.786, -0.218, -0.540)
H (-0.211, -7.601, 1.084)
C (-2.771, -3.366, 0.606)
C (0.283, -5.243, 3.464)
H (-2.601, 0.207, 6.080)
S (3.149, 0.609, -1.535)
H (-8.000, -0.478, 0.479)
S (1.932, 2.084, 0.312)
C (-1.810, 2.760, -1.170)
H (-1.431, 3.921, 3.274)
H (0.319, -3.135, 3.120)
H (0.322, -4.544, -5.047)
H (-1.803, -3.510, -4.328)
C (-2.120, -1.736, 5.273)
N (0.966, 0.062, 4.662)
C (-0.853, 0.152, -1.459)
C (-6.170, -0.152, -0.585)
C (-1.442, 0.587, 4.335)
H (-2.950, 1.939, 3.626)
C (0.133, -6.500, 2.894)
C (-0.189, 0.661, 5.190)
H (-1.176, -1.852, 5.813)
F (4.725, 2.193, -2.858)
P (-0.138, -2.708, 0.289)
H (-4.202, 0.083, -1.402)
H (-0.505, -0.859, -1.613)
N (2.441, 1.985, -1.171)
C (-0.090, -6.621, 1.528)
C (-1.161, -0.082, 3.034)
O (2.096, -1.056, 3.074)
F (3.081, 3.901, 1.783)
H (-4.431, -1.441, 2.625)
C (-1.983, 2.015, 4.124)
H (-3.763, -3.058, 0.294)
Pb (2.468, -1.416, 0.712)
H (-0.693, 3.182, -2.950)
F (3.215, 1.193, -4.058)
H (-6.662, 0.210, -1.478)
H (-2.178, 3.772, -1.065)
C (-1.139, -3.164, -2.321)
H (2.190, -4.780, -3.445)
C (-0.972, 2.426, -2.227)
C (-2.176, 1.795, -0.252)
C (-2.492, -0.266, 5.105)
O (-2.244, -0.140, 2.241)
O (0.904, 3.048, 0.497)
C (0.208, -4.110, 2.667)
N (-0.082, -0.630, 2.646)
O (4.118, 0.164, -0.540)
C (0.207, -4.193, -4.029)
P (-2.389, -0.700, 0.703)
C (-6.920, -0.539, 0.516)
H (-2.804, -3.751, 1.623)
H (0.466, -5.144, 4.526)
F (4.500, 2.683, 0.708)
C (-4.158, -0.676, 0.618)
C (-0.019, -4.222, 1.293)
H (0.171, 0.878, -3.186)
C (-0.488, 1.132, -2.367)
C (4.081, 1.065, -3.069)
F (4.922, 0.081, -3.310)
O (1.605, 0.740, 0.858)
C (-0.986, -3.613, -3.626)
C (-0.096, -3.304, -1.414)
C (-4.915, -1.075, 1.727)
H (-6.886, -1.311, 2.523)
H (-2.884, -2.250, 5.854)

Forces on the atoms, in the same order (eV/Å):
C -0.1 0.0 0.0
H 0.0 0.0 0.0
H 0.0 0.0 0.0
H 0.0 0.0 0.0
C -0.1 0.0 0.0
C -0.2 0.1 0.1
H 0.0 0.0 0.0
H 0.0 0.0 0.1
H 0.0 0.0 0.0
H 0.0 0.0 0.0
H 0.0 0.0 0.0
C 0.0 0.0 0.0
C 0.0 -0.1 0.0
H 0.1 0.0 0.0
C 0.1 0.1 0.0
C 0.0 0.0 0.0
N -0.1 -0.1 0.1
H 0.0 0.0 0.0
O 0.0 0.0 0.0
F 0.1 0.0 0.0
O 0.3 0.1 0.1
H -0.1 0.0 0.0
H 0.0 0.0 0.0
C -0.1 0.0 0.0
C 0.0 -0.1 0.0
H 0.0 0.0 0.0
C 0.0 0.0 0.0
C 0.0 0.0 0.0
H 0.0 0.0 0.0
S -0.4 0.2 -0.1
H 0.0 0.0 0.0
S -0.3 0.0 0.0
C 0.0 0.0 0.1
H 0.0 0.0 0.0
H 0.0 0.1 0.0
H 0.0 0.0 0.0
H 0.0 0.0 0.0
C 0.1 0.1 0.0
N 0.0 0.0 -0.1
C -0.1 0.0 0.1
C 0.0 0.0 0.0
C -0.2 -0.1 0.2
H 0.0 0.0 0.0
C 0.0 0.0 0.0
C 0.0 0.0 0.0
H 0.0 0.0 0.0
F 0.0 -0.1 -0.1
P -0.2 -0.1 0.0
H 0.0 0.1 0.0
H 0.0 0.1 0.0
N 0.3 -0.3 0.2
C 0.0 0.0 0.0
C -0.1 0.0 0.0
O 0.1 0.0 0.0
F 0.1 -0.1 0.1
H 0.0 0.0 0.0
C 0.2 0.1 -0.1
H 0.0 0.0 0.0
Pb 0.1 -0.2 0.1
H 0.0 0.0 0.0
F 0.0 0.0 -0.1
H 0.0 0.0 0.0
H 0.0 0.0 0.0
C 0.0 -0.1 0.0
H 0.0 0.0 0.0
C 0.0 0.0 -0.1
C 0.1 0.0 0.0
C 0.1 -0.1 0.0
O 0.0 -0.1 -0.1
O 0.1 0.0 -0.2
C 0.0 0.0 0.0
N 0.0 0.0 -0.1
O 0.0 0.1 0.0
C 0.1 0.0 0.0
P 0.0 0.0 0.1
C 0.0 0.0 0.0
H 0.0 0.0 0.0
H 0.0 0.0 0.0
F 0.0 0.0 -0.1
C 0.0 0.0 0.1
C 0.0 0.0 0.0
H 0.0 0.0 0.0
C 0.0 0.1 0.0
C -0.1 0.2 0.2
F 0.1 -0.1 -0.1
O 0.1 0.1 0.0
C 0.0 0.0 0.0
C 0.1 -0.1 0.0
C 0.0 0.0 0.0
H 0.0 0.0 0.0
H 0.0 0.0 0.0

The lowest unoccupied orbital energy comes out at -5.83 eV. Its HOMO-LUMO gap is 8.33 eV. The calculation puts the energy relative to the best compared isomer or geometry (same formula, charge and spin) at 0.000 eV. Its net charge is +2. The total energy comes out at -118929.6332 eV. The molar mass comes out at 1069.95 g mol⁻¹. The largest force on an atom comes out at 0.483 eV/A.

=====

No. 6
Here is 2 unconnected molecules or ions with the total composition C3H3N4O6 from OMol25. Energies are from wB97M-V/def2-TZVPD.

CARTESIAN COORDINATES (ANGSTROEM)
H (0.945, 1.313, 0.153)
O (-4.726, -0.752, 0.546)
O (-2.803, 2.829, 0.240)
N (0.097, 0.855, -0.029)
C (-1.305, -0.915, 0.323)
N (-1.959, -2.019, 0.416)
O (-0.747, 3.570, 0.124)
N (-4.857, 0.166, -0.156)
O (-4.706, 0.863, -1.030)
H (0.945, -0.854, 0.926)
O (-3.171, -2.216, 0.449)
H (0.426, -0.985, -0.932)
C (0.139, -0.592, 0.043)
N (-1.639, 2.726, 0.120)
O (-2.033, 0.357, 0.181)
C (-1.146, 1.273, 0.075)

Forces on the atoms, in the same order (eV/Å):
H 0.9 1.6 -0.1
O 0.5 1.7 -1.3
O -1.5 0.4 -0.1
N -2.3 0.1 0.2
C -1.2 -2.1 0.2
N 3.2 1.5 -0.2
O -1.3 -1.3 -0.2
N -1.5 -2.3 2.6
O 0.9 0.6 -1.3
H -2.1 0.2 -2.3
O -1.7 0.0 0.0
H 0.5 -0.2 0.2
C 1.6 -1.5 2.0
N 3.2 0.1 0.5
O 0.3 1.5 -0.1
C 0.5 -0.4 -0.1

The lowest unoccupied orbital energy (alpha / beta) comes out at -6.12 / -6.11 eV. Its HOMO-LUMO gap (alpha / beta) is 5.98 / 6.00 eV. The calculation puts the energy relative to the best compared isomer or geometry (same formula, charge and spin) at 0.452 eV. Its net charge is +1. The total energy comes out at -21384.7886 eV. The molar mass comes out at 191.08 g mol⁻¹. The largest force on an atom comes out at 3.792 eV/A.

=====

- Which of these has the lowest energy relative to the best compared isomer or geometry (same formula, charge and spin)?
  C35H34F6N4O7P2PbS2

=====

- Number 2 is which compound?
  H24NeO12

=====

- Among the records above, which one has the highest energy relative to the best compared isomer or geometry (same formula, charge and spin)?
  C4H11NOS

=====

Repeat the second record exactly.
Here is a molecular structure, H24NeO12 from OMol25. Energies are from wB97M-V/def2-TZVPD.

CARTESIAN COORDINATES (ANGSTROEM)
H (-2.323, 1.802, 2.056)
O (1.626, -2.065, 0.631)
H (1.970, -0.983, -1.237)
Ne (-0.060, 0.146, -0.434)
H (1.042, -2.154, 2.455)
O (-1.930, 2.131, -1.857)
O (-2.375, 0.941, 2.471)
H (-1.921, 2.562, -1.002)
O (2.068, -0.454, -2.029)
H (-2.598, -2.606, -2.021)
H (1.871, 1.791, 2.499)
H (-2.492, 1.366, -1.735)
H (1.080, -2.819, 0.409)
H (3.330, 2.151, 2.679)
H (-2.728, 1.116, 3.343)
H (2.198, -1.094, -2.730)
H (-2.651, -0.842, 1.296)
H (-1.201, -1.167, -3.631)
O (0.638, 1.784, -2.981)
H (0.154, 1.161, 4.434)
H (-2.371, -1.777, 0.138)
H (-0.290, 1.772, -2.745)
H (2.521, -2.404, 0.621)
H (-1.060, -1.378, -5.123)
H (2.859, 1.913, 0.469)
H (0.898, 0.863, -2.979)
O (2.585, 2.282, 2.092)
H (-0.167, 0.786, 3.003)
O (-2.223, -1.727, -1.963)
H (0.917, -0.949, 3.364)
O (-2.837, -1.724, 0.972)
O (2.941, 1.861, -0.483)
H (2.360, 1.144, -0.735)
H (-2.982, -1.145, -1.913)
O (-0.547, -1.249, -4.325)
O (1.143, -1.879, 3.367)
O (0.558, 0.845, 3.625)

Forces on the atoms, in the same order (eV/Å):
H 0.0 0.3 -0.2
O -0.1 0.2 -0.4
H -0.2 -0.3 0.4
Ne -0.1 0.0 0.1
H 0.2 0.1 -0.2
O -0.3 0.0 -0.1
O 0.4 -0.2 -0.2
H 0.2 0.2 0.2
O 0.1 -0.1 -0.2
H -0.1 -0.4 -0.1
H -0.4 -0.2 0.4
H -0.2 -0.2 0.0
H -0.2 -0.3 -0.2
H 0.2 0.0 0.1
H -0.2 -0.1 0.3
H 0.1 -0.1 -0.3
H 0.1 0.3 0.4
H -0.1 -0.1 0.4
O 0.1 0.3 -0.3
H 0.0 0.1 0.3
H 0.3 0.0 -0.3
H -0.2 0.2 0.1
H 0.4 -0.1 0.2
H 0.0 0.0 -0.3
H 0.0 0.2 0.4
H 0.3 -0.2 0.1
O 0.1 0.4 0.3
H -0.6 0.0 -0.3
O 0.3 0.2 0.1
H 0.1 0.3 0.2
O -0.2 -0.2 0.0
O 0.2 -0.1 -0.5
H 0.0 0.0 -0.5
H -0.4 0.1 0.0
O 0.3 -0.1 -0.2
O -0.1 -0.5 0.5
O 0.3 0.2 -0.1

The lowest unoccupied orbital energy comes out at -0.57 eV. Its HOMO-LUMO gap is 8.78 eV. The calculation puts the energy relative to the best compared isomer or geometry (same formula, charge and spin) at 1.805 eV. The total energy comes out at -28468.4212 eV. The molar mass comes out at 236.36 g mol⁻¹. The largest force on an atom comes out at 0.716 eV/A.